[1]
Molecular formula: C36H30N4NaS3SbSe4
Method: DFT, ωB97M-V/def2-TZVPD

## Properties
- HOMO energy (eV) = -0.42
- total charge = -2
- electronic energy (eV) = -348620.320
- frontier orbital gap (eV) = 3.5

Element x y z (Å)
1 Na 2.71 -3.10 -0.22
2 Se 5.97 -4.23 4.29
3 Sb 4.84 -3.21 2.38
4 Se 5.21 -4.39 0.22
5 Se 2.33 -3.40 2.68
6 Se 5.37 -0.80 2.09
7 N 0.37 -2.91 -1.16
8 S -0.72 -2.29 -0.46
9 N -0.79 -0.68 0.04
10 S -0.54 0.63 -0.70
11 N 0.77 1.08 -1.33
12 S 2.26 0.50 -0.65
13 N 2.62 -0.86 -0.94
14 C 3.34 1.76 -1.31
15 C 2.95 2.82 -2.12
16 C 3.92 3.70 -2.58
17 C 5.25 3.51 -2.24
18 C 5.62 2.44 -1.43
19 C 4.67 1.55 -0.96
20 C 2.09 1.06 1.04
21 C 1.99 2.42 1.35
22 C 1.90 2.79 2.68
23 C 1.92 1.81 3.67
24 C 2.03 0.47 3.35
25 C 2.13 0.09 2.01
26 C -1.73 0.89 -2.01
27 C -1.29 1.08 -3.31
28 C -2.24 1.22 -4.32
29 C -3.59 1.15 -4.01
30 C -4.01 0.95 -2.70
31 C -3.08 0.82 -1.69
32 C -1.09 1.81 0.54
33 C -1.19 1.44 1.86
34 C -1.51 2.40 2.81
35 C -1.73 3.71 2.42
36 C -1.61 4.08 1.08
37 C -1.28 3.13 0.13
38 C -2.28 -2.37 -1.39
39 C -2.12 -2.37 -2.77
40 C -3.24 -2.44 -3.59
41 C -4.51 -2.53 -3.03
42 C -4.66 -2.56 -1.65
43 C -3.55 -2.47 -0.82
44 C -1.16 -2.95 1.15
45 C -0.57 -4.16 1.46
46 C -0.79 -4.72 2.71
47 C -1.60 -4.08 3.63
48 C -2.19 -2.86 3.31
49 C -1.96 -2.28 2.08
50 H 1.91 2.96 -2.37
51 H 3.64 4.53 -3.21
52 H 6.01 4.19 -2.60
53 H 6.66 2.29 -1.16
54 H 4.94 0.70 -0.33
55 H 1.99 3.17 0.56
56 H 1.83 3.84 2.94
57 H 1.87 2.11 4.72
58 H 2.09 -0.30 4.10
59 H 2.24 -0.96 1.77
60 H -0.23 1.12 -3.51
61 H -1.92 1.36 -5.34
62 H -4.33 1.25 -4.80
63 H -5.07 0.88 -2.47
64 H -3.38 0.65 -0.67
65 H -0.98 0.42 2.15
66 H -1.57 2.13 3.85
67 H -1.98 4.46 3.16
68 H -1.77 5.11 0.78
69 H -1.15 3.40 -0.91
70 H -1.11 -2.34 -3.16
71 H -3.11 -2.43 -4.66
72 H -5.38 -2.60 -3.67
73 H -5.65 -2.65 -1.22
74 H -3.67 -2.49 0.25
75 H 0.10 -4.62 0.75
76 H -0.27 -5.63 2.97
77 H -1.75 -4.51 4.61
78 H -2.80 -2.35 4.04
79 H -2.38 -1.31 1.84

***

[2]
Molecular formula: C36H30N6O12
Method: DFT, ωB97M-V/def2-TZVPD

## Properties
- multiplicity = 2
- ⟨S²⟩ = 0.766
- HOMO energy (alpha / beta) (eV) = -11.87 / -11.87
- total charge = +1
- electronic energy (eV) = -71301.758
- frontier orbital gap (alpha / beta) (eV) = 7.4 / 3.3

Element x y z (Å)
1 C -3.66 -4.28 -1.08
2 C -2.91 -3.55 -0.12
3 C -2.74 -2.18 -0.24
4 C -3.20 -1.55 -1.43
5 C -3.87 -2.30 -2.47
6 C -4.09 -3.66 -2.25
7 N -2.96 -0.14 -1.57
8 O -3.43 0.35 -2.61
9 O -2.22 0.47 -0.82
10 H -3.94 -5.32 -0.98
11 H -2.73 -4.00 0.85
12 H -2.22 -1.64 0.53
13 H -4.21 -1.81 -3.38
14 H -4.58 -4.27 -2.99
15 C -0.06 -5.96 0.26
16 C -0.53 -5.72 1.50
17 C -1.69 -6.33 1.98
18 C -2.42 -7.18 1.17
19 C -1.94 -7.41 -0.10
20 C -0.81 -6.72 -0.58
21 N -3.57 -7.97 1.80
22 O -4.31 -8.61 1.05
23 O -3.69 -7.82 2.98
24 H 0.84 -5.50 -0.12
25 H 0.00 -4.99 2.10
26 H -2.03 -6.05 2.97
27 H -2.51 -8.01 -0.80
28 H -0.42 -6.74 -1.58
29 C 1.81 6.10 2.48
30 C 1.34 6.41 3.75
31 C 0.96 5.46 4.69
32 C 0.95 4.13 4.26
33 C 1.15 3.81 2.90
34 C 1.67 4.78 2.01
35 N 0.64 3.02 5.20
36 O 0.25 3.33 6.35
37 O 0.74 1.88 4.87
38 H 2.17 6.86 1.79
39 H 1.40 7.39 4.18
40 H 0.87 5.72 5.73
41 H 1.03 2.78 2.59
42 H 1.87 4.54 0.98
43 C 1.41 -2.20 -2.31
44 C 1.99 -1.12 -2.93
45 C 1.88 0.18 -2.36
46 C 1.03 0.36 -1.26
47 C 0.47 -0.76 -0.62
48 C 0.66 -2.07 -1.16
49 N 0.98 1.73 -0.62
50 O 1.33 2.71 -1.22
51 O 0.73 1.76 0.58
52 H 1.46 -3.18 -2.77
53 H 2.57 -1.31 -3.82
54 H 2.34 1.00 -2.90
55 H -0.09 -0.64 0.30
56 H 0.11 -2.90 -0.74
57 C 3.31 1.81 -5.31
58 C 4.08 2.25 -4.20
59 C 4.98 1.39 -3.59
60 C 5.26 0.11 -4.13
61 C 4.56 -0.29 -5.25
62 C 3.60 0.52 -5.82
63 N 6.42 -0.74 -3.70
64 O 6.42 -1.95 -3.97
65 O 7.34 -0.26 -3.02
66 H 2.53 2.45 -5.70
67 H 3.96 3.23 -3.77
68 H 5.57 1.67 -2.72
69 H 4.79 -1.15 -5.87
70 H 3.06 0.03 -6.62
71 C -2.35 2.35 2.97
72 C -1.80 2.95 1.80
73 C -1.58 4.35 1.77
74 C -2.04 5.20 2.79
75 C -2.57 4.58 3.96
76 C -2.78 3.23 4.00
77 N -1.88 6.60 2.66
78 O -1.60 7.06 1.51
79 O -1.93 7.37 3.65
80 H -2.55 1.29 3.06
81 H -1.50 2.41 0.92
82 H -0.99 4.69 0.92
83 H -2.89 5.25 4.74
84 H -3.18 2.68 4.84

***

[3]
Molecular formula: C36H31CaN8O4S
Method: DFT, ωB97M-V/def2-TZVPD

## Properties
- HOMO energy (eV) = -4.09
- total charge = -1
- electronic energy (eV) = -87223.551
- frontier orbital gap (eV) = 5.9

Element x y z (Å)
1 Ca -0.45 -0.12 -0.17
2 C -4.73 3.69 -2.22
3 C -3.46 4.01 -1.72
4 C -2.80 3.18 -0.87
5 C -3.32 1.92 -0.47
6 C -4.56 1.55 -1.02
7 C -5.25 2.47 -1.86
8 N -2.71 1.15 0.52
9 C -2.63 1.61 1.78
10 C -3.25 2.82 2.25
11 C -2.88 3.42 3.43
12 C -1.86 2.81 4.25
13 C -1.43 1.53 3.93
14 C -1.81 0.90 2.72
15 N -1.28 -0.28 2.31
16 N -0.71 -1.00 3.20
17 C -0.07 -2.07 2.59
18 C 0.24 -3.13 3.42
19 C 0.70 -4.27 2.79
20 C 1.01 -4.25 1.43
21 C 0.76 -3.08 0.70
22 N 0.16 -2.05 1.29
23 H -5.29 4.42 -2.88
24 H -3.02 5.01 -1.83
25 H -1.89 3.41 -0.44
26 H -4.92 0.53 -0.78
27 H -6.28 2.19 -2.15
28 H -3.99 3.28 1.65
29 H -3.19 4.41 3.72
30 H -1.44 3.37 5.10
31 H -0.64 0.98 4.46
32 H -0.06 -3.07 4.44
33 H 0.87 -5.19 3.41
34 H 1.45 -5.12 1.01
35 H 0.96 -2.93 -0.37
36 N -0.65 -1.96 -3.25
37 C -0.44 -0.62 -3.57
38 C 0.17 -0.41 -4.86
39 C 0.57 0.88 -5.15
40 C 0.18 1.89 -4.30
41 C -0.52 1.60 -3.14
42 N -0.80 0.35 -2.73
43 C -1.76 -2.41 -2.49
44 C -2.59 -3.45 -2.95
45 C -3.59 -3.91 -2.07
46 C -3.81 -3.23 -0.84
47 C -3.01 -2.14 -0.58
48 N -2.02 -1.76 -1.35
49 H -0.60 -2.50 -4.12
50 H 0.42 -1.25 -5.46
51 H 1.11 1.16 -6.07
52 H 0.42 2.93 -4.48
53 H -0.77 2.38 -2.41
54 H -2.39 -3.82 -3.97
55 H -4.20 -4.72 -2.47
56 H -4.70 -3.57 -0.27
57 H -3.19 -1.55 0.31
58 C 6.90 -1.59 3.49
59 C 6.00 -1.21 2.35
60 C 4.86 -1.87 2.09
61 C 3.95 -1.42 1.13
62 C 4.16 -0.31 0.32
63 C 5.39 0.34 0.57
64 C 6.29 -0.08 1.54
65 S 3.05 0.33 -1.00
66 O 1.74 -0.31 -0.68
67 O 3.76 -0.15 -2.17
68 N 3.19 1.84 -0.91
69 C 2.33 2.53 0.02
70 C 0.88 2.87 -0.45
71 O 0.57 3.86 -1.11
72 O -0.01 2.05 0.05
73 H 7.92 -1.30 3.26
74 H 6.93 -2.70 3.62
75 H 6.49 -1.01 4.37
76 H 4.64 -2.78 2.67
77 H 2.99 -1.98 0.91
78 H 5.58 1.12 -0.20
79 H 7.30 0.38 1.63
80 H 2.87 3.43 0.19
81 H 2.22 1.98 0.98